DFT (the ωB97M-V functional and the def2-TZVPD basis) results for C22H29N3O6 as an isolated structure.

Structure (ORCA input):
```
! RIJCOSX wB97M-V def2-TZVPD def2/J DEFGRID3
* xyz 0 1
O -2.67 -1.21 -3.08
O -3.39 3.72 2.97
O 4.34 -1.51 1.29
O 0.68 1.41 1.48
O 5.50 -2.88 0.12
O -0.53 -1.37 -2.36
N -3.47 0.25 -1.29
N -0.12 0.53 -0.30
N 2.17 -0.63 -0.89
C -1.70 -0.97 -2.29
C -2.07 3.83 3.68
C -2.40 1.33 0.38
C 4.72 -1.06 -0.84
C 4.89 -2.58 2.39
C -2.53 -2.19 -4.19
C -2.01 -1.54 -5.39
C 3.14 -2.96 -0.23
C 4.34 -2.00 -0.01
C -3.60 1.13 -0.01
C -4.64 2.28 1.53
C 2.32 0.63 0.27
C 2.02 -1.86 -0.36
C -2.45 4.92 4.83
C -2.23 2.04 1.43
C -2.18 0.03 -1.44
C -3.47 2.76 2.20
C -4.73 1.67 0.45
C 0.78 0.72 0.42
C -1.40 0.65 -0.46
C 3.47 -0.49 -1.74
C 5.76 -3.35 1.60
H 5.08 -0.03 -0.21
H 0.18 -0.28 -0.99
H -2.78 -0.84 -5.82
H 5.49 -1.35 -1.53
H 3.58 0.45 -2.05
H -1.63 -2.88 -3.85
H -2.91 5.84 4.47
H 5.53 -1.86 3.02
H 3.98 -3.02 2.87
H 1.13 -2.47 -1.02
H 2.68 0.12 0.93
H -0.99 -1.03 -5.20
H 1.53 -2.02 0.67
H -3.16 4.40 5.73
H 5.28 -4.47 1.47
H 3.38 -3.20 -1.49
H -5.84 1.59 0.12
H -5.57 3.14 2.11
H 6.68 -3.43 1.56
H -1.96 -2.34 -6.07
H -3.46 -2.79 -4.50
H 3.27 -1.31 -2.43
H -1.58 4.43 3.14
H -1.82 2.85 4.12
H 2.98 -3.81 0.53
H -1.65 5.29 5.32
H 2.72 1.51 -0.34
H -4.41 0.04 -1.70
H -1.19 2.45 1.92
*
```

energy above the lowest of the compared OMol25 structures with the same formula, charge and spin	21.8801	eV
Kohn-Sham gap	7.41	eV
max |F|	0.336	Eh/bohr
total energy	-40020.805	eV